DFT (ωB97M-V with the def2-TZVPD basis set) results for a structure of composition C3H4O3Rb at a distorted geometry.

Element x y z (Å)
Rb 2.75 2.56 -0.66
O -3.14 0.18 0.34
O -1.43 1.20 -0.71
O -1.16 -0.78 0.31
C 1.16 -0.25 -0.50
C -1.95 0.28 -0.02
C 0.26 -0.54 0.66
H 0.69 -0.45 -1.49
H 0.25 0.28 1.39
H 0.54 -1.47 1.17
H 2.03 -1.01 -0.50

Results
Largest force on an atom = 2.91 eV/Å
HOMO (alpha / beta) = -3.44 / -1.60 eV
Net charge = -1
E_LUMO (alpha / beta) = 0.08283 / 0.06252 Ha


DFT (ωB97M-V with the def2-TZVPD basis set) results for the ion C43H74N17O6 with charge +1 at a distorted geometry.

Element x y z (Å)
O -0.53 3.53 -4.75
O -4.60 -4.24 1.69
O -1.32 -0.49 2.89
O 3.47 -0.43 -3.14
O 1.38 1.09 -4.59
O 0.49 1.72 2.80
N -0.98 -3.39 -0.46
N 6.34 2.33 2.35
N -2.83 3.78 -0.66
N -1.83 -3.96 0.37
N 1.41 -1.07 -1.14
N -4.34 0.08 -0.34
N -3.65 2.00 0.66
N 3.76 0.39 0.81
N -2.96 3.96 1.63
N -4.53 -2.69 0.06
N -0.49 3.69 2.36
N 2.41 2.02 0.99
N 1.34 -1.26 2.02
N -2.80 3.57 -2.93
N -0.09 -2.77 0.24
N -3.56 1.77 -1.70
N 2.63 0.85 0.42
C 5.25 -1.92 2.98
C 3.87 2.80 -2.11
C -4.25 -6.77 -0.36
C -0.71 4.89 1.57
C -3.08 3.02 -1.73
C -4.60 -0.77 -1.47
C 5.50 0.51 3.77
C -0.58 -1.47 3.56
C -4.65 -0.44 0.98
C -2.83 3.31 2.92
C 4.69 -0.79 3.83
C 4.43 0.21 -2.31
C -4.05 -2.18 -1.21
C 0.36 2.70 2.08
C -5.37 -1.78 0.83
C -1.41 3.55 3.47
C 5.64 1.05 2.32
C -0.36 -2.90 1.55
C -0.77 0.09 -1.19
C -0.35 0.95 0.00
C -1.49 -3.69 1.65
C 0.83 3.42 -4.43
C 4.86 1.56 4.68
C 4.32 1.26 1.68
C -3.02 -4.62 -0.08
C 0.41 -2.21 2.63
C 0.40 -0.44 -2.01
C -4.16 -3.85 0.63
C -3.05 -6.11 0.31
C 1.60 2.35 -5.20
C -2.75 2.84 -4.16
C -1.73 -6.82 -0.03
C 0.41 2.22 -0.39
C -1.30 -6.71 -1.49
C 2.15 0.02 -5.11
C -1.32 2.39 -4.49
C -3.15 3.22 0.51
C 3.44 2.33 1.80
C 3.55 -0.06 -4.51
C -2.23 5.20 1.54
C 4.16 1.64 -2.16
C 1.21 2.79 0.79
C -3.85 1.32 -0.47
H 2.23 -1.69 1.82
H 0.92 -1.81 -0.53
H -4.28 -7.83 -0.11
H -2.96 -2.14 -1.22
H 1.12 2.02 -1.19
H -4.10 -0.33 -2.34
H -0.37 4.75 0.55
H -5.67 -0.82 -1.68
H -5.52 -2.23 1.81
H -3.20 -6.17 1.39
H -3.02 2.24 2.76
H -3.11 3.48 -4.97
H 5.45 0.08 -2.72
H -0.01 -1.03 4.39
H -0.31 2.97 -0.74
H -0.90 1.84 -3.64
H 3.50 3.23 2.37
H 0.02 -1.20 -2.70
H 1.26 2.32 -6.25
H -3.57 3.71 3.61
H 4.38 -0.27 -1.33
H -1.33 -0.75 -0.79
H 6.54 2.64 1.41
H -3.40 1.97 -4.06
H -2.52 5.83 2.38
H 0.92 -2.97 3.25
H -0.16 5.73 2.02
H -1.84 -7.87 0.24
H 1.84 -0.35 -0.51
H -1.07 -5.68 -1.76
H -2.36 4.48 -2.90
H 0.87 0.34 -2.60
H 4.94 1.24 5.72
H 1.50 -0.48 2.65
H 4.05 0.91 -4.60
H 0.26 0.34 0.68
H -3.06 -4.52 -1.16
H -2.07 -7.09 -2.15
H 2.15 -1.45 -1.72
H 6.31 -2.07 3.19
H -1.44 0.64 -1.84
H -2.49 5.69 0.61
H -0.40 -7.31 -1.64
H -2.05 -4.05 2.48
H -0.93 -6.42 0.61
H 4.73 -2.85 3.20
H 7.23 2.23 2.84
H -6.34 -1.65 0.35
H 6.51 0.32 4.12
H 2.67 2.60 -5.19
H 4.14 -0.81 -5.06
H 0.95 3.21 -3.35
H 1.59 -0.88 -4.86
H 3.80 1.68 4.44
H -0.75 0.28 2.76
H -1.25 1.22 0.54
H 4.67 -1.11 4.88
H 2.23 0.10 -6.20
H -4.38 -2.84 -2.03
H 5.13 -1.70 1.92
H 5.35 2.52 4.56
H -1.09 2.71 4.09
H -5.17 -6.31 -0.01
H -3.72 -0.56 1.55
H -1.37 4.47 4.06
H 6.17 0.29 1.73
H 1.52 3.82 0.60
H -1.33 1.72 -5.36
H 3.66 -0.59 3.54
H 1.25 4.40 -4.66
H 3.67 3.82 -2.04
H -1.29 -2.19 3.97
H -5.28 0.28 1.51
H -4.21 -6.68 -1.44

Results
Largest force on an atom = 1.07 eV/Å
HOMO = -10.74 eV
Net charge = +1
E_LUMO = -0.05522 Ha


DFT (ωB97M-V with the def2-TZVPD basis set) results for a cluster of 9 separate species, C41H108N10O13 in total at a distorted geometry.

Element x y z (Å)
O -2.16 -10.72 16.56
O 0.10 -3.94 11.19
O 3.98 -3.51 4.58
O -4.20 -6.07 16.25
O 1.17 -10.58 13.81
O -6.71 -6.08 11.74
O -0.21 -7.72 13.72
O 0.90 -12.18 8.57
O 0.18 -7.51 7.79
O 4.37 -1.89 16.58
O -6.32 -8.74 8.42
O 2.79 -5.51 12.84
O -2.80 -13.92 9.80
N -5.63 -12.03 17.14
N 1.71 -1.65 8.83
N -4.20 -9.31 10.18
N -1.90 -8.00 12.21
N 2.46 -11.58 11.33
N -1.26 -11.73 10.50
N 3.33 -4.77 15.96
N -3.97 -6.11 13.20
N -0.08 -9.37 12.16
N 1.93 -4.91 5.84
C -5.51 -11.11 11.19
C -8.03 -5.68 11.58
C 1.94 -5.26 13.95
C -6.52 -9.48 9.61
C -6.95 -7.48 8.49
C 2.47 -5.73 15.29
C 0.89 -6.33 7.60
C -3.11 -5.67 15.44
C 0.76 -10.80 15.14
C -3.77 -6.62 17.48
C 0.79 -11.05 7.75
C 2.92 -10.52 12.21
C -3.26 -11.61 16.55
C -4.39 -5.64 11.89
C 2.56 -10.76 13.65
C 5.03 -3.01 16.03
C -1.49 -14.21 10.27
C 1.25 -6.15 6.14
C 0.61 -2.26 9.59
C -0.72 -8.34 12.79
C -1.09 -13.04 11.18
C -5.76 -4.99 11.81
C -0.66 -2.45 8.72
C 4.27 -3.99 15.17
C -3.23 -14.67 8.70
C 3.24 -4.81 6.43
C 2.77 -11.35 9.94
C -4.36 -10.46 18.51
C -0.30 -7.67 9.11
C -2.22 -9.74 15.54
C 3.97 -3.55 5.99
C -3.61 -5.03 14.14
C 3.98 -0.96 15.61
C -4.56 -11.01 17.10
C 1.07 -3.52 10.29
C 2.23 -12.43 9.02
C -5.28 -10.30 9.93
C 4.68 -2.42 4.02
C 2.77 -6.85 12.41
C 0.35 -5.24 11.71
C -1.77 -13.04 12.53
H 3.85 -11.28 9.78
H -8.70 -6.50 11.29
H 0.78 -9.64 12.61
H 3.45 -2.69 6.42
H -3.00 -14.14 7.76
H 1.81 -7.05 11.92
H -0.84 -14.14 9.39
H -4.46 -6.53 11.26
H -2.94 -12.47 17.15
H 2.01 -3.27 10.80
H 1.85 -7.01 5.79
H 3.76 -3.49 14.35
H -2.41 -6.48 15.22
H -0.15 -11.10 7.19
H -3.40 -12.02 15.54
H -4.60 -8.40 10.40
H 5.63 -2.22 4.53
H -0.33 -10.72 15.18
H 1.38 -4.24 9.52
H 1.11 -11.76 15.54
H 2.04 -2.35 8.17
H 0.94 -5.63 13.68
H -0.63 -11.81 9.69
H 4.06 -1.51 4.08
H -3.14 -5.88 17.98
H 3.12 -4.51 16.91
H 3.10 -7.58 13.15
H 5.61 -3.53 16.80
H -2.86 -13.05 12.38
H -8.02 -7.56 8.73
H -4.95 -10.22 16.45
H 2.86 -11.78 13.93
H -5.73 -12.46 16.23
H -1.52 -8.94 15.74
H -4.95 -9.57 18.73
H 0.38 -1.49 10.33
H 3.11 -1.30 15.03
H -1.53 -2.40 9.39
H 4.02 -10.45 12.22
H 0.33 -5.43 7.90
H 3.76 -5.78 6.43
H 3.54 -6.93 11.64
H 1.56 -11.03 6.96
H 1.76 -4.18 14.02
H -1.38 -15.17 10.78
H -6.05 -4.46 12.72
H -3.30 -10.20 18.54
H -2.48 -7.26 12.59
H -5.72 -10.50 12.08
H -3.81 -9.13 9.26
H 3.15 -10.08 14.28
H -0.75 -1.67 7.97
H 0.73 -5.86 10.90
H 1.63 -5.96 15.95
H -4.30 -14.81 8.77
H -6.74 -6.87 7.62
H 0.54 -7.63 9.81
H -4.71 -11.81 11.41
H -0.01 -13.09 11.37
H -4.98 -10.96 9.12
H -7.47 -10.03 9.58
H -1.55 -12.25 13.24
H 3.05 -6.65 15.13
H 3.62 -0.06 16.11
H -4.74 -6.57 13.67
H 5.02 -4.69 14.78
H -0.54 -5.79 12.00
H -3.23 -9.32 15.49
H -8.18 -4.93 10.80
H -5.93 -4.42 10.89
H -3.64 -5.03 11.37
H 2.41 -10.35 9.63
H -5.33 -12.81 17.72
H 5.01 -3.56 6.36
H 0.80 -10.10 8.29
H 2.81 -12.41 8.09
H -4.48 -11.21 19.29
H 1.78 -4.65 4.88
H -2.70 -15.62 8.56
H -2.63 -4.83 15.98
H -6.44 -11.70 11.15
H -2.30 -8.69 11.58
H -8.48 -5.26 12.50
H -6.66 -8.78 10.44
H 1.83 -6.43 8.17
H -1.10 -6.94 9.26
H -0.76 -8.65 9.20
H 4.74 -0.72 14.86
H 5.89 -2.63 15.45
H -3.24 -7.56 17.33
H 1.40 -0.85 8.29
H 4.81 -2.66 2.97
H -2.10 -10.23 14.56
H -2.21 -11.73 10.16
H 2.35 -13.43 9.43
H 1.46 -11.65 11.48
H 2.59 -9.54 11.86
H -4.48 -4.39 14.32
H -4.65 -6.83 18.09
H 3.10 -4.61 7.51
H 1.07 -5.26 12.53
H -0.62 -10.10 11.70
H -1.59 -13.97 13.08
H -0.70 -3.41 8.22
H -6.51 -6.97 9.36
H -2.84 -4.34 13.80
H 0.30 -6.29 5.60
H 1.17 -10.04 15.83

Results
Largest force on an atom = 3.47 eV/Å
HOMO = -7.74 eV
SMILES = COC[C@H](C)N.COC[C@H](C)N.COC[C@H](C)N.COC[C@H](C)N.COCCNCCOC.COCCNCCOC.COCCNCCOC.COCCNCCOC.NC(N)=O
E_LUMO = 0.02275 Ha


DFT (ωB97M-V with the def2-TZVPD basis set) results for an isolated molecule of C6H11N at a distorted geometry.

Element x y z (Å)
N 1.81 1.69 -1.16
C 0.82 1.08 -0.36
C 2.22 2.83 -0.80
C -0.03 -0.67 1.06
C -1.14 -1.72 0.71
C -2.02 -1.31 -0.45
C 0.82 -0.25 -0.11
H -0.55 0.26 1.31
H -2.72 -0.47 -0.25
H 0.64 -1.12 1.80
H 1.59 -0.91 -0.48
H -1.47 -1.03 -1.35
H -0.64 -2.67 0.60
H -1.66 -1.90 1.65
H 2.89 3.40 -1.47
H -0.03 1.75 -0.23
H 2.17 3.13 0.25
H -2.70 -2.11 -0.73

Results
Largest force on an atom = 2.28 eV/Å
HOMO = -8.40 eV
SMILES = C=N/C=C/CCC
E_LUMO = 0.02965 Ha


Record order is preserved below.
Energy above the lowest of the compared OMol25 structures with the same formula, charge and spin: 35.5, 0.8, 82.3, 48.3 kcal/mol
Record order is preserved below.
E_tot: -366.45356, -3065.04853, -3152.28467, -289.89468 a.u.